1.
DFT (wB97M-V/def2-TZVPD) results for a molecular structure, C20H21IN5OPdS.

Kohn-Sham gap (alpha / beta) ... 8.17 / 6.14 eV
LUMO (alpha / beta) ... -2.657 / -5.788 eV
Molecular weight ... 612.81 g/mol
HOMO (alpha / beta) ... -10.82 / -11.93 eV
2S+1 ... 5
Total charge ... +1
Largest force on an atom ... 0.96 eV/Å
Expectation value of S² ... 6.02

Geometry as XYZ:
```
50
Properties=species:S:1:pos:R:3:mulliken_spin:R:1
Pd 0.021 0.292 0.240 1.29
C 1.517 2.778 -1.102 -0.01
N 0.740 2.577 0.125 0.14
C 1.558 2.856 1.313 -0.01
C -0.470 3.423 0.112 -0.03
C -1.735 2.639 -0.077 -0.09
C -2.961 3.297 -0.037 -0.01
C -4.143 2.599 -0.216 0.06
C -4.119 1.226 -0.447 0.00
C -2.907 0.562 -0.510 -0.05
C -1.720 1.259 -0.265 0.54
H 1.775 3.835 -1.232 0.00
H 0.936 2.450 -1.964 0.01
H 2.437 2.204 -1.054 -0.01
H 1.842 3.913 1.357 0.00
H 2.465 2.255 1.286 0.00
H 0.998 2.606 2.213 0.00
H -0.390 4.168 -0.684 0.00
H -0.528 3.976 1.052 0.01
H -2.983 4.369 0.127 0.00
H -5.086 3.128 -0.199 0.00
H -5.040 0.678 -0.594 0.00
H -2.912 -0.495 -0.732 0.02
O 2.391 -3.144 0.093 0.38
S 0.973 -3.203 -0.296 0.55
N 0.109 -2.309 0.852 0.11
I -4.071 -3.820 -0.680 1.00
C -1.032 -1.840 0.491 0.04
H -1.711 -1.489 1.267 0.01
H -1.453 -2.024 -0.500 0.00
N 10.881 -0.042 -1.502 0.00
C 9.782 -0.126 -1.182 0.00
C 8.403 -0.220 -0.781 0.00
C 7.400 -0.285 -1.743 0.00
C 6.074 -0.354 -1.360 0.00
C 5.743 -0.351 -0.011 0.00
C 6.739 -0.303 0.953 0.00
C 8.066 -0.240 0.568 0.00
N 4.370 -0.383 0.391 0.01
C 3.885 -0.543 1.674 0.00
C 2.539 -0.445 1.589 -0.02
N 2.179 -0.212 0.272 0.05
C 3.300 -0.181 -0.407 -0.01
H 7.661 -0.289 -2.792 0.00
H 5.315 -0.429 -2.124 0.00
H 6.502 -0.306 2.006 0.00
H 8.845 -0.202 1.317 0.00
H 4.511 -0.756 2.518 0.00
H 1.815 -0.571 2.376 0.01
H 3.364 -0.050 -1.472 -0.01
```

2.
DFT (wB97M-V/def2-TZVPD) results for a molecular structure, C20H21MnNPSSe2Te2 at a distorted geometry.

Kohn-Sham gap (alpha / beta) ... 4.72 / 6.78 eV
LUMO (alpha / beta) ... -2.291 / -0.465 eV
Molecular weight ... 806.49 g/mol
HOMO (alpha / beta) ... -7.01 / -7.25 eV
2S+1 ... 5
Largest force on an atom ... 1.76 eV/Å
Expectation value of S² ... 6.50

Geometry as XYZ:
```
49
Properties=species:S:1:pos:R:3:mulliken_spin:R:1
Mn 1.878 0.910 1.164 4.38
Se 3.569 -0.609 0.273 -0.33
Te 4.834 -1.228 2.497 -0.02
Te 4.121 1.180 3.706 -0.01
Se 1.689 1.188 3.880 0.04
C 4.089 4.055 0.454 0.00
S 2.321 3.723 0.549 0.04
C 1.706 4.781 1.873 0.00
H 4.646 3.306 0.997 0.00
H 4.297 5.105 0.741 0.00
H 4.371 4.049 -0.610 0.00
H 2.418 4.868 2.711 0.00
H 0.831 4.239 2.234 0.00
H 1.368 5.729 1.427 0.00
N 0.531 0.750 -0.101 -0.13
P -0.502 -0.362 -0.467 -0.02
C -0.256 -2.029 0.279 0.00
C 0.153 -3.060 -0.560 0.01
C 0.263 -4.376 -0.051 0.00
C -0.035 -4.663 1.281 0.00
C -0.371 -3.598 2.122 0.00
C -0.480 -2.317 1.630 0.00
C -2.217 0.079 0.066 0.01
C -3.099 -0.761 0.770 0.00
C -3.823 -0.245 1.839 0.00
C -4.126 1.104 1.877 0.00
C -3.502 1.940 0.942 0.00
C -2.521 1.452 0.101 -0.02
C -0.567 -0.537 -2.261 0.02
C -1.360 -1.509 -2.889 0.00
C -1.228 -1.788 -4.261 0.00
C -0.223 -1.108 -5.016 0.00
C 0.575 -0.143 -4.401 0.00
C 0.371 0.135 -3.051 0.01
H 0.326 -2.892 -1.619 0.00
H 0.681 -5.153 -0.699 0.00
H 0.094 -5.701 1.615 0.00
H -0.652 -3.815 3.155 0.00
H -0.768 -1.504 2.335 0.01
H -3.275 -1.792 0.384 0.00
H -4.353 -0.927 2.496 0.00
H -4.815 1.515 2.569 0.00
H -3.801 2.966 0.937 0.00
H -1.842 2.100 -0.380 0.00
H -2.057 -2.113 -2.338 0.00
H -1.785 -2.690 -4.653 0.00
H 0.017 -1.307 -6.038 0.00
H 1.375 0.305 -4.958 0.00
H 1.131 0.747 -2.550 0.00
```

3.
DFT (wB97M-V/def2-TZVPD) results for a molecular structure, C20H21N2NbO4SSe2 at a distorted geometry.

Kohn-Sham gap (alpha / beta) ... 5.65 / 5.65 eV
LUMO (alpha / beta) ... -8.874 / -8.876 eV
Molecular weight ... 636.29 g/mol
HOMO (alpha / beta) ... -14.52 / -14.53 eV
Total charge ... +2
Largest force on an atom ... 3.48 eV/Å

Geometry as XYZ:
```
51
Properties=species:S:1:pos:R:3:mulliken_charge:R:1
Nb 0.920 -0.244 -0.102 -0.02
O -0.411 1.456 0.507 -0.76
S -1.783 1.009 -0.153 1.80
O -2.867 0.755 0.761 -0.62
N -1.152 -0.209 -1.006 0.33
C -1.866 -1.443 -0.888 -0.09
C -2.907 -1.803 -1.738 -0.49
C -3.561 -3.044 -1.524 -0.78
C -3.093 -3.927 -0.592 -0.78
C -2.081 -3.577 0.344 0.18
C -1.468 -4.548 1.173 -0.24
C -0.225 -4.313 1.718 -0.99
C 0.363 -3.064 1.491 0.00
N -0.149 -2.179 0.668 0.14
C -1.429 -2.333 0.166 0.84
C -2.173 2.323 -1.292 0.02
C -1.359 2.629 -2.352 -0.30
C -1.394 3.824 -3.019 -0.76
C -2.330 4.781 -2.612 -0.27
C -3.234 4.468 -1.633 -0.62
C -3.271 3.165 -1.078 -0.42
H -3.064 -1.278 -2.620 0.59
H -4.389 -3.370 -2.189 0.38
H -3.497 -4.946 -0.610 0.40
H -2.050 -5.459 1.446 0.42
H 0.282 -5.157 2.219 0.42
H 1.381 -2.850 1.853 0.27
H -0.614 1.855 -2.711 0.28
H -0.678 3.989 -3.851 0.39
H -2.315 5.781 -3.027 0.42
H -3.987 5.197 -1.307 0.40
H -4.077 2.998 -0.413 0.51
O 5.533 0.438 1.110 -0.53
C 4.461 0.610 1.991 -1.18
C 3.085 0.636 1.259 1.41
C 2.186 0.637 2.444 -0.94
O 0.845 0.033 2.155 -0.40
C 2.941 -0.750 0.630 -0.60
Se 1.534 -1.208 -2.376 -0.04
C 2.970 1.789 0.223 -1.15
Se 2.270 1.204 -1.685 0.15
H 6.369 0.332 1.601 0.38
H 4.554 1.598 2.500 0.44
H 4.468 -0.286 2.671 0.47
H 2.104 1.578 2.953 0.52
H 2.536 0.013 3.250 0.46
H 0.048 0.705 2.101 0.48
H 2.959 -1.486 1.435 0.43
H 3.507 -1.041 -0.233 0.34
H 3.876 2.155 -0.145 0.67
H 2.236 2.555 0.490 0.41
```

4.
DFT (wB97M-V/def2-TZVPD) results for a molecular structure, C20H21N2RhS3Te at a distorted geometry.

Kohn-Sham gap (alpha / beta) ... 6.22 / 6.22 eV
LUMO (alpha / beta) ... -0.937 / -0.939 eV
Molecular weight ... 616.11 g/mol
HOMO (alpha / beta) ... -7.16 / -7.16 eV
Largest force on an atom ... 1.31 eV/Å

Geometry as XYZ:
```
48
Properties=species:S:1:pos:R:3:mulliken_charge:R:1
Rh -0.052 0.611 -0.247 0.01
C 1.654 -0.839 -2.432 -1.19
N 1.372 -1.033 -0.990 1.24
C 2.616 -0.849 -0.198 -1.28
C 2.320 -0.454 1.235 -0.86
N 1.650 0.846 1.266 1.37
C 2.526 1.940 0.792 -1.18
C 1.101 1.205 2.555 -0.07
C 1.753 0.933 3.746 -0.41
C 1.213 1.363 4.951 -0.88
C 0.015 2.062 4.953 -0.56
C -0.640 2.322 3.758 -0.71
C -0.101 1.908 2.542 0.70
S -0.941 2.320 1.036 -0.37
C 0.819 -2.364 -0.748 -0.70
C 1.541 -3.497 -1.116 -0.24
C 1.049 -4.764 -0.868 -0.93
C -0.186 -4.901 -0.240 -0.52
C -0.911 -3.780 0.112 -0.64
C -0.418 -2.494 -0.145 1.03
S -1.405 -1.123 0.306 -0.32
H 2.516 -1.435 -2.751 0.38
H 1.863 0.212 -2.623 0.16
H 0.782 -1.131 -3.010 0.34
H 3.220 -0.090 -0.694 0.64
H 3.196 -1.775 -0.181 0.36
H 3.261 -0.448 1.799 0.45
H 1.648 -1.188 1.684 0.53
H 3.473 1.935 1.344 0.24
H 2.019 2.887 0.959 0.41
H 2.726 1.855 -0.274 0.22
H 2.688 0.385 3.752 0.31
H 1.734 1.158 5.877 0.39
H -0.412 2.405 5.886 0.38
H -1.586 2.850 3.751 0.43
H 2.504 -3.388 -1.603 0.30
H 1.620 -5.634 -1.164 0.39
H -0.586 -5.886 -0.032 0.38
H -1.877 -3.878 0.591 0.40
Te -1.117 1.386 -2.500 -0.01
C 0.564 2.489 -3.079 0.07
C 1.201 2.461 -4.288 -0.49
C 2.250 3.422 -4.392 -0.34
C 2.401 4.154 -3.255 -0.55
S 1.252 3.700 -2.069 -0.09
H 0.930 1.773 -5.078 0.44
H 2.863 3.549 -5.274 0.38
H 3.108 4.945 -3.059 0.40
```

5.
DFT (wB97M-V/def2-TZVPD) results for C20H21N3O2S in the gas phase.

Kohn-Sham gap ... 8.77 eV
LUMO ... 0.557 eV
Molecular weight ... 367.47 g/mol
HOMO ... -8.21 eV
SMILES ... CC(=O)Nc1ccc(SCC(=O)N(CCC#N)c2ccc(C)cc2)cc1
Largest force on an atom ... 0.69 eV/Å

Geometry as XYZ:
```
47
Properties=species:S:1:pos:R:3:mulliken_charge:R:1
C -4.949 -2.969 0.181 -1.37
C -3.789 -2.013 0.345 0.68
O -2.630 -2.363 0.360 -0.58
N -4.187 -0.713 0.468 -0.16
C -3.338 0.400 0.568 0.47
C -2.100 0.308 1.195 -0.40
C -1.257 1.400 1.215 -0.17
C -1.635 2.583 0.598 -0.24
C -2.897 2.703 0.037 -0.70
C -3.748 1.617 0.030 -0.63
H -4.724 1.701 -0.426 0.32
H -3.190 3.636 -0.418 0.41
S -0.466 3.911 0.443 -0.24
C 0.908 2.951 -0.293 -0.52
C 0.358 1.952 -1.295 0.49
O -0.498 2.252 -2.103 -0.67
N 0.862 0.695 -1.204 0.76
C 2.008 0.358 -0.426 -1.06
C 1.874 -0.340 0.768 0.12
C 2.999 -0.689 1.490 -0.99
C 4.272 -0.359 1.039 0.96
C 4.393 0.340 -0.155 -0.99
C 3.274 0.696 -0.884 -0.11
H 3.375 1.238 -1.814 0.51
H 5.373 0.604 -0.523 0.36
C 5.482 -0.776 1.814 -1.50
H 5.701 -1.825 1.612 0.29
H 5.312 -0.672 2.884 0.38
H 6.350 -0.186 1.533 0.38
H 2.887 -1.235 2.414 0.39
H 0.894 -0.614 1.126 0.41
C 0.429 -0.291 -2.181 -0.75
H 1.246 -0.488 -2.887 0.28
H -0.404 0.166 -2.720 0.52
C -0.029 -1.614 -1.552 0.15
C 1.085 -2.425 -1.135 0.27
N 1.977 -3.081 -0.848 -0.59
H -0.699 -1.445 -0.705 -0.27
H -0.583 -2.184 -2.304 0.54
H 1.495 2.481 0.495 0.33
H 1.520 3.689 -0.813 0.48
H -0.299 1.333 1.707 0.64
H -1.801 -0.619 1.657 0.47
H -5.160 -0.505 0.292 0.26
H -5.476 -2.762 -0.749 0.36
H -4.572 -3.987 0.155 0.34
H -5.645 -2.863 1.010 0.36
```

> Look up the molecular weight of the fourth one.

616.11 g/mol